Record 1
14
Properties=species:S:1:pos:R:3 method="wB97M-V/def2-TZVPD" e_above_lowest_kcal_mol=75.01 e_lumo_ev=0.32
C -1.954 -0.312 -0.269
C -0.522 0.051 -0.264
C 0.474 -0.716 -0.745
C 1.714 -0.420 -0.060
N 2.923 -0.662 -0.106
O 0.889 0.527 1.338
C -0.018 1.239 0.526
H -2.363 -0.229 0.750
H -2.504 0.392 -0.894
H -2.103 -1.332 -0.624
H 0.340 -1.620 -1.334
H 3.470 -0.706 0.746
H -0.841 1.786 1.040
H 0.494 2.001 -0.103


Record 2
12
Properties=species:S:1:pos:R:3 method="wB97M-V/def2-TZVPD" e_above_lowest_kcal_mol=45.81 smiles="O=CC[C@H]1CO1" e_lumo_ev=0.96
O 1.973 0.161 1.515
C 1.926 0.128 0.309
C 0.680 -0.142 -0.500
C -0.570 -0.313 0.332
C -1.833 0.344 -0.007
O -1.625 -1.027 -0.298
H 2.845 0.284 -0.296
H 0.861 -1.061 -1.074
H 0.579 0.654 -1.251
H -0.394 -0.583 1.373
H -2.566 0.552 0.771
H -1.875 1.002 -0.875


Record 3
101
Properties=species:S:1:pos:R:3 method="wB97M-V/def2-TZVPD" smiles="NC(N)(N)CPP(=O)(O)O.COCCOC.COCCOC.COCCOC.COCCOC.COCCOC" e_lumo_ev=0.12
N -2.282 -0.661 -1.708
C -1.760 0.410 -2.596
N -0.312 0.193 -2.677
N -2.374 0.186 -3.903
C -2.136 1.792 -1.931
P -0.740 3.053 -2.029
P -0.220 3.638 0.017
O -0.244 2.442 0.940
O 1.368 4.172 0.019
O -1.173 4.860 0.632
H -3.151 -0.326 -1.306
H -1.603 -0.795 -0.962
H -0.229 -0.824 -2.701
H 0.037 0.486 -3.587
H -1.855 0.621 -4.654
H -3.351 0.449 -3.907
H -2.424 1.651 -0.870
H -3.003 2.224 -2.466
H -1.333 4.203 -2.646
H 1.464 4.902 -0.604
H -2.010 4.939 0.166
C -2.154 2.398 -7.162
O -1.699 2.994 -5.956
C -0.344 3.424 -6.034
C -0.249 4.926 -6.241
O -0.744 5.305 -7.518
C -2.051 5.853 -7.456
H -3.237 2.292 -7.098
H -1.915 3.014 -8.032
H -1.711 1.404 -7.281
H 0.191 2.889 -6.823
H 0.126 3.172 -5.077
H 0.804 5.218 -6.207
H -0.774 5.463 -5.444
H -2.016 6.860 -7.028
H -2.726 5.226 -6.869
H -2.436 5.920 -8.474
C 2.210 0.250 0.916
O 1.861 -0.991 0.313
C 2.526 -1.202 -0.924
C 3.694 -2.161 -0.769
O 4.732 -1.590 0.021
C 4.732 -2.086 1.348
H 1.835 0.245 1.939
H 3.293 0.396 0.942
H 1.738 1.073 0.376
H 2.856 -0.253 -1.357
H 1.797 -1.649 -1.607
H 4.120 -2.359 -1.759
H 3.363 -3.114 -0.349
H 5.107 -3.115 1.360
H 3.735 -2.051 1.793
H 5.399 -1.462 1.943
C 0.652 -7.883 -0.144
O 1.913 -8.525 -0.237
C 2.711 -8.000 -1.292
C 3.778 -7.054 -0.766
O 3.203 -5.872 -0.223
C 3.166 -5.892 1.196
H 0.190 -8.179 0.797
H 0.750 -6.795 -0.155
H 0.007 -8.206 -0.967
H 2.087 -7.504 -2.041
H 3.204 -8.850 -1.773
H 4.414 -6.746 -1.601
H 4.411 -7.552 -0.026
H 4.175 -5.744 1.596
H 2.752 -6.828 1.578
H 2.533 -5.070 1.533
C -3.089 8.442 5.665
O -1.878 8.208 4.965
C -1.915 7.014 4.192
C -2.141 7.313 2.720
O -3.443 7.845 2.492
C -3.433 9.251 2.312
H -3.062 9.460 6.054
H -3.959 8.342 5.012
H -3.176 7.747 6.506
H -2.679 6.328 4.569
H -0.941 6.530 4.305
H -2.076 6.378 2.160
H -1.371 7.989 2.337
H -3.018 9.501 1.330
H -2.859 9.755 3.092
H -4.463 9.604 2.355
C -0.960 -6.870 6.860
O -1.325 -5.850 5.944
C -0.299 -4.881 5.768
C 0.458 -5.104 4.470
O 1.207 -6.314 4.507
C 0.572 -7.361 3.790
H -1.695 -7.671 6.780
H 0.028 -7.280 6.637
H -0.976 -6.479 7.882
H 0.387 -4.879 6.621
H -0.786 -3.903 5.725
H 1.175 -4.289 4.339
H -0.224 -5.094 3.615
H 0.663 -7.182 2.715
H -0.481 -7.459 4.061
H 1.080 -8.295 4.031